# 1
The following is a quantum chemistry calculation of a structure of composition C6H16O14P2S2Zr, from OMol25.

The total charge is -2. The energy relative to the best compared isomer or geometry (same formula, charge and spin) is 338.70 kJ/mol. The lowest unoccupied orbital energy is 0.1539 Eh.

Each line ends with the natural charge from an NBO analysis.
Element x y z (Å)
1 Zr 0.033 -0.600 0.551  2.19
2 P 1.650 1.119 1.344  2.50
3 O 0.764 1.325 0.105  -1.20
4 O 0.441 0.576 2.209  -1.17
5 O 2.731 1.945 1.873  -1.16
6 O 2.042 -0.298 0.937  -1.20
7 P -1.331 -2.683 0.781  2.50
8 O -1.216 -1.856 -0.512  -1.18
9 O 0.194 -2.533 0.942  -1.16
10 O -2.006 -4.014 0.915  -1.16
11 O -1.548 -1.414 1.666  -1.17
12 O -2.873 2.981 -0.324  -0.90
13 S -2.900 1.604 0.170  2.27
14 O -1.730 0.667 -0.138  -0.85
15 O -2.965 1.519 1.863  -0.66
16 C -2.764 2.784 2.515  -0.10
17 C -2.420 2.412 3.924  -0.63
18 C -4.532 0.706 -0.084  -0.80
19 H -3.504 3.584 2.501  0.16
20 H -1.809 3.164 2.153  0.21
21 H -1.463 1.894 3.994  0.27
22 H -3.178 1.672 4.181  0.20
23 H -2.321 3.258 4.605  0.19
24 H -4.450 0.222 -1.057  0.25
25 H -5.357 1.418 -0.064  0.22
26 H -4.665 0.003 0.739  0.27
27 O 0.971 0.119 -3.858  -0.92
28 S 1.674 -0.339 -2.676  2.36
29 O 0.883 -0.765 -1.534  -0.87
30 O 2.585 -1.658 -3.086  -0.71
31 C 3.555 -2.155 -2.208  -0.08
32 C 3.819 -3.604 -2.510  -0.63
33 C 2.949 0.967 -2.249  -0.84
34 H 3.302 -2.083 -1.150  0.24
35 H 4.524 -1.671 -2.325  0.15
36 H 4.025 -3.705 -3.575  0.19
37 H 2.830 -4.035 -2.357  0.23
38 H 4.528 -4.073 -1.827  0.21
39 H 3.816 0.785 -2.884  0.21
40 H 3.234 0.814 -1.208  0.29
41 H 2.481 1.947 -2.344  0.27

***

# 2
The following is a quantum chemistry calculation of a structure of composition C13H23BN6PdSi, from OMol25.

As for the spin multiplicity: 5. The total charge is +4. The lowest unoccupied orbital energy (spin up / spin down) is -0.5064 / -0.6526 Eh.

Each line ends with the natural charge from an NBO analysis.
Element x y z (Å)
1 C -2.588 0.532 1.472  0.02
2 N -1.278 0.505 1.124  -0.22
3 N -1.019 1.578 0.285  -0.30
4 C -2.170 2.313 0.196  0.20
5 C -3.169 1.683 0.927  0.03
6 B 0.374 2.102 -0.229  0.54
7 N 1.446 1.673 0.865  -0.29
8 N 1.350 0.563 1.694  -0.22
9 C 2.219 0.700 2.710  0.02
10 C 2.871 1.930 2.580  0.04
11 C 2.352 2.515 1.438  0.19
12 Pd 0.010 -1.127 1.673  0.71
13 N 0.742 2.018 -1.793  -0.37
14 N 0.773 0.880 -2.610  -0.11
15 C 1.284 1.245 -3.792  -0.03
16 C 1.452 2.652 -3.834  -0.01
17 C 1.085 3.092 -2.563  0.20
18 H 1.530 0.535 -4.569  0.29
19 H 1.041 4.102 -2.166  0.27
20 H 1.761 3.252 -4.673  0.30
21 H 0.293 3.307 -0.068  0.01
22 H 2.520 3.502 1.027  0.30
23 H -2.160 3.268 -0.315  0.30
24 H 3.585 2.348 3.260  0.31
25 H -4.178 2.017 1.076  0.31
26 H 2.295 -0.045 3.491  0.29
27 H -3.040 -0.259 2.064  0.30
28 H 1.703 -1.609 1.211  0.26
29 C 1.404 -2.490 1.852  -0.91
30 H 2.116 -2.456 2.676  0.31
31 H 0.354 -2.529 2.363  0.24
32 H 1.479 -3.386 1.243  0.31
33 C -1.682 -1.142 -1.355  -1.16
34 Si -1.003 -2.346 -0.067  1.58
35 C -2.305 -3.506 0.660  -1.10
36 C 0.255 -3.234 -1.148  -1.14
37 H -2.506 -0.522 -0.988  0.22
38 H -2.074 -1.736 -2.196  0.32
39 H -0.883 -0.484 -1.755  0.26
40 H -2.793 -4.078 -0.146  0.34
41 H -1.841 -4.217 1.363  0.29
42 H -3.073 -2.940 1.206  0.26
43 H -0.289 -3.911 -1.824  0.32
44 H 0.763 -2.476 -1.763  0.26
45 H 0.995 -3.816 -0.599  0.26